# 1
Computed, not measured: a single C6H7NS molecule in a non-equilibrium geometry, with ωB97M-V/def2-TZVPD.

Positions of all 15 atoms, in Å:
C: 1.04 0.87 -0.19
C: 1.51 -0.43 -0.44
C: 0.25 -1.24 0.13
N: -0.11 -0.41 1.31
C: -0.26 0.79 0.74
C: -1.12 0.75 -0.39
S: -2.47 -0.15 0.10
C: -1.03 -0.66 -0.67
H: 1.54 1.89 -0.40
H: 2.21 -0.91 -1.06
H: 0.17 -2.37 0.48
H: 0.84 -0.48 1.80
H: -0.34 1.59 1.49
H: -1.15 1.59 -1.18
H: -1.09 -0.81 -1.72

Computed properties:
SMILES = C1=C[C@H]2N[C@@H]1[C@@H]1S[C@@H]12
energy above the lowest of the compared OMol25 structures with the same formula, charge and spin = 4.5828 eV

# 2
Computed, not measured: 12 unconnected molecules or ions with the total composition C48H98O35 in a non-equilibrium geometry, with ωB97M-V/def2-TZVPD.

Positions of all 181 atoms, in Å:
C: 18.96 12.52 25.22
C: 18.44 13.92 24.93
O: 17.46 14.14 25.95
C: 16.66 15.16 25.77
O: 16.70 15.89 24.86
O: 15.70 15.18 26.73
C: 14.73 16.17 26.57
H: 19.64 12.13 24.47
H: 18.11 11.86 25.14
H: 19.35 12.45 26.25
H: 18.04 13.96 23.93
H: 19.25 14.69 25.04
H: 14.57 16.37 25.50
H: 15.01 17.11 27.05
H: 13.82 15.83 27.10
C: 19.13 26.63 17.47
C: 18.08 25.88 16.71
O: 18.62 24.81 15.92
C: 18.61 23.63 16.51
O: 17.97 23.35 17.47
O: 19.41 22.84 15.78
C: 19.51 21.45 16.16
H: 18.74 27.44 18.08
H: 19.80 27.11 16.77
H: 19.72 25.94 18.10
H: 17.51 26.49 15.99
H: 17.35 25.42 17.36
H: 20.23 21.04 15.46
H: 18.56 20.94 16.00
H: 19.84 21.39 17.21
C: 13.13 17.92 15.44
C: 12.26 18.93 14.77
O: 11.19 18.23 14.05
C: 11.48 17.54 12.92
O: 12.57 17.32 12.44
O: 10.29 17.12 12.45
C: 10.33 16.30 11.23
H: 13.90 18.37 16.06
H: 13.67 17.15 14.88
H: 12.53 17.37 16.16
H: 12.80 19.57 14.06
H: 11.71 19.62 15.44
H: 11.11 15.54 11.24
H: 10.43 16.96 10.36
H: 9.34 15.85 11.18
C: 15.87 17.62 11.37
C: 16.10 18.25 12.71
O: 16.07 19.64 12.51
C: 16.06 20.36 13.68
O: 15.92 19.88 14.76
O: 16.18 21.65 13.34
C: 16.06 22.56 14.45
H: 16.07 16.56 11.49
H: 16.50 18.08 10.60
H: 14.85 17.77 11.04
H: 17.13 18.07 13.11
H: 15.48 17.91 13.55
H: 16.95 22.42 15.09
H: 15.13 22.41 15.02
H: 16.08 23.57 13.96
C: 15.89 21.32 18.29
C: 14.49 21.15 17.57
O: 14.11 22.52 17.17
C: 13.09 22.59 16.33
O: 12.48 21.73 15.79
O: 12.84 23.95 16.20
C: 11.71 24.32 15.41
H: 16.36 20.42 18.72
H: 15.93 21.92 19.20
H: 16.63 21.64 17.54
H: 13.70 20.78 18.23
H: 14.57 20.52 16.70
H: 11.50 25.38 15.56
H: 10.84 23.76 15.77
H: 11.88 24.16 14.36
C: 13.80 14.39 11.87
C: 14.20 13.56 13.10
O: 14.69 14.47 14.09
C: 15.11 14.03 15.22
O: 15.25 12.91 15.56
O: 15.38 15.13 16.03
C: 15.77 14.83 17.36
H: 13.38 13.83 11.03
H: 14.69 14.93 11.53
H: 13.14 15.19 12.11
H: 14.97 12.82 12.99
H: 13.31 13.08 13.53
H: 15.22 15.51 17.98
H: 16.84 14.91 17.59
H: 15.52 13.82 17.65
C: 18.56 10.60 20.61
C: 17.81 11.45 19.60
O: 17.55 12.77 20.16
C: 16.49 12.96 20.98
O: 15.73 12.17 21.44
O: 16.43 14.29 21.21
C: 15.43 14.64 22.18
H: 19.46 11.12 20.93
H: 18.88 9.63 20.26
H: 17.92 10.42 21.46
H: 16.89 10.89 19.41
H: 18.32 11.66 18.63
H: 15.73 14.14 23.10
H: 14.44 14.30 21.88
H: 15.40 15.71 22.39
C: 14.33 18.54 21.53
C: 14.01 17.61 20.39
O: 12.81 16.83 20.78
C: 12.70 15.73 20.07
O: 13.38 15.44 19.16
O: 11.71 15.06 20.60
C: 11.33 13.82 20.09
H: 13.46 19.16 21.81
H: 15.11 19.22 21.18
H: 14.69 18.06 22.46
H: 14.84 16.90 20.14
H: 13.73 18.18 19.50
H: 10.94 13.30 20.95
H: 12.11 13.22 19.62
H: 10.54 13.96 19.38
C: 21.92 17.12 14.56
C: 21.08 17.80 15.57
O: 21.75 17.79 16.87
C: 21.28 18.57 17.86
O: 20.37 19.32 17.89
O: 22.12 18.35 18.89
C: 21.93 19.25 20.00
H: 21.87 16.03 14.64
H: 22.95 17.46 14.64
H: 21.50 17.33 13.62
H: 20.09 17.35 15.69
H: 20.87 18.87 15.29
H: 22.18 20.27 19.67
H: 22.57 18.92 20.81
H: 20.88 19.27 20.31
C: 14.99 17.94 29.34
C: 16.53 18.24 29.32
O: 16.99 17.89 27.94
C: 18.32 17.75 27.79
O: 19.14 17.96 28.66
O: 18.57 17.41 26.54
C: 19.95 17.22 26.22
H: 14.51 18.30 28.44
H: 14.58 18.41 30.21
H: 14.79 16.88 29.45
H: 17.17 17.79 30.04
H: 16.61 19.36 29.42
H: 20.29 16.38 26.79
H: 20.49 18.13 26.39
H: 19.92 17.04 25.19
C: 17.71 22.86 21.06
C: 16.61 22.51 22.13
O: 16.79 21.13 22.47
C: 16.17 20.67 23.55
O: 15.49 21.33 24.27
O: 16.54 19.40 23.73
C: 16.09 18.79 24.99
H: 18.69 22.98 21.53
H: 17.47 23.79 20.54
H: 17.81 22.06 20.36
H: 15.56 22.73 21.86
H: 16.80 23.18 22.95
H: 15.02 18.55 24.88
H: 16.27 19.51 25.74
H: 16.65 17.88 25.11
C: 16.67 18.23 17.24
O: 16.61 17.96 18.63
C: 17.83 17.51 19.16
C: 17.70 17.60 20.67
O: 19.02 17.21 21.08
C: 19.31 17.37 22.48
H: 17.50 18.92 17.03
H: 15.73 18.66 16.95
H: 16.82 17.34 16.66
H: 18.61 18.18 18.80
H: 18.12 16.49 18.82
H: 16.92 16.89 20.98
H: 17.42 18.61 21.08
H: 20.38 17.30 22.50
H: 18.94 16.58 23.09
H: 18.99 18.35 22.86

Computed properties:
SMILES = CCOC(=O)OC.CCOC(=O)OC.CCOC(=O)OC.CCOC(=O)OC.CCOC(=O)OC.CCOC(=O)OC.CCOC(=O)OC.CCOC(=O)OC.CCOC(=O)OC.CCOC(=O)OC.CCOC(=O)OC.COCCOC
energy above the lowest of the compared OMol25 structures with the same formula, charge and spin = 0.0000 eV

# 3
Computed, not measured: a gas-phase ion, C31H55BrClFN2O3P (charge +1) in a non-equilibrium geometry, with ωB97M-V/def2-TZVPD.

Positions of all 95 atoms, in Å:
C: 5.42 -5.09 1.59
C: 4.12 -4.24 1.63
C: 3.74 -3.94 3.09
C: 2.62 -2.89 3.29
C: 2.67 -1.70 2.30
C: 1.73 -1.87 1.10
C: 1.60 -0.56 0.30
C: 2.42 -0.57 -1.02
C: 1.77 0.23 -2.16
C: 2.00 1.76 -2.13
N: 2.23 2.28 -0.79
C: 2.33 3.74 -0.74
C: 0.92 4.38 -0.59
C: 0.66 4.76 0.87
O: -0.27 5.82 0.95
C: -1.38 5.51 1.77
C: -2.50 4.93 0.91
O: -3.42 4.15 1.70
C: -3.60 2.92 1.07
C: -4.42 2.78 0.00
C: -4.55 1.55 -0.61
C: -3.85 0.45 -0.17
C: -3.91 -0.95 -0.84
C: -2.52 -1.17 -1.48
C: -5.02 -0.93 -1.90
C: -4.32 -1.95 0.29
C: -3.72 -3.37 0.28
C: -3.84 -4.14 -1.05
C: -4.58 -4.19 1.30
C: -2.26 -3.42 0.85
C: -3.02 0.64 0.91
C: -2.89 1.84 1.54
C: 3.17 4.39 -1.86
Cl: 4.88 4.53 -1.45
N: 3.01 3.74 -3.19
F: 1.87 4.19 -3.81
C: 3.03 2.25 -3.19
P: 4.81 1.58 -3.13
O: 5.18 1.43 -1.54
Br: 4.72 -0.54 -3.85
H: 5.63 -5.55 2.55
H: 6.25 -4.42 1.36
H: 5.39 -5.82 0.78
H: 3.32 -4.82 1.15
H: 4.33 -3.34 1.06
H: 3.36 -4.88 3.50
H: 4.65 -3.71 3.65
H: 2.72 -2.52 4.31
H: 1.66 -3.41 3.20
H: 2.35 -0.81 2.85
H: 3.71 -1.53 1.99
H: 2.04 -2.71 0.47
H: 0.75 -2.09 1.54
H: 2.03 0.22 0.92
H: 0.57 -0.26 0.13
H: 2.44 -1.62 -1.34
H: 3.45 -0.29 -0.80
H: 1.99 -0.17 -3.15
H: 0.69 0.10 -2.03
H: 1.04 2.18 -2.45
H: 3.08 1.91 -0.39
H: 2.85 3.97 0.18
H: 0.19 3.61 -0.86
H: 0.81 5.26 -1.23
H: 0.31 3.85 1.38
H: 1.57 5.07 1.40
H: -1.13 4.80 2.57
H: -1.74 6.40 2.28
H: -2.02 4.27 0.18
H: -3.06 5.70 0.37
H: -4.97 3.63 -0.39
H: -5.20 1.51 -1.46
H: -1.72 -1.35 -0.76
H: -2.27 -0.25 -2.01
H: -2.58 -1.94 -2.25
H: -5.94 -0.65 -1.38
H: -5.19 -1.92 -2.34
H: -4.85 -0.17 -2.66
H: -5.41 -2.09 0.20
H: -4.18 -1.56 1.30
H: -2.93 -4.02 -1.64
H: -3.90 -5.21 -0.83
H: -4.74 -3.88 -1.62
H: -5.43 -4.63 0.76
H: -4.98 -3.54 2.09
H: -4.01 -5.02 1.73
H: -1.94 -2.39 1.04
H: -1.57 -3.95 0.18
H: -2.24 -3.91 1.82
H: -2.47 -0.23 1.27
H: -2.24 1.93 2.40
H: 2.82 5.41 -1.98
H: 3.79 4.06 -3.79
H: 2.64 1.94 -4.16
H: 5.43 0.51 -1.37

Computed properties:
charge = +1

| no. | total energy (Ha) | gap between HOMO and LUMO (eV) |
| --- | --- | --- |
| 1 | -685.60147 | 9.0 |
| 2 | -4521.16111 | 9.9 |
| 3 | -5024.50512 | 7.0 |